# 1
Formula: C2H3NO2
Source: the OMol25 dataset
Level of theory: the ωB97M-V functional and the def2-TZVPD basis

## Properties
Gap between HOMO and LUMO (Ha): 0.3923
Energy relative to the best compared isomer or geometry (same formula, charge and spin) (eV): 0.3583
Highest occupied orbital energy (eV): -10.1
SMILES: O=CNC=O
E_LUMO (eV): 0.6

Last column: Mulliken charge in e.
CARTESIAN COORDINATES (ANGSTROEM)
H -2.017 -0.167 -0.584  0.30
O 1.456 1.016 0.783  -0.43
N -0.006 -0.375 -0.280  -0.13
C -1.222 0.239 0.068  0.08
C 1.273 0.003 0.194  0.06
O -1.376 1.078 0.907  -0.45
H 2.028 -0.743 -0.081  0.34
H -0.136 -1.051 -1.007  0.23

=====

# 2
Formula: C4H5NO
Source: the OMol25 dataset
Level of theory: the ωB97M-V functional and the def2-TZVPD basis

## Properties
Gap between HOMO and LUMO (Ha): 0.3564
Energy relative to the best compared isomer or geometry (same formula, charge and spin) (eV): 2.2776
Highest occupied orbital energy (eV): -9.2
SMILES: CO/C=C/C#N
E_LUMO (eV): 0.5

Last column: Mulliken charge in e.
CARTESIAN COORDINATES (ANGSTROEM)
C -0.856 -1.331 0.377  -0.66
H 0.223 0.684 1.177  0.48
H 1.715 -0.079 -1.353  0.38
H -1.202 -0.547 1.082  0.34
H -0.881 -2.267 0.909  0.24
O 0.528 -1.368 -0.203  -0.37
C 0.976 -0.155 -0.547  -0.08
C 0.517 0.890 0.156  -0.51
N 0.137 3.253 -0.767  -0.41
C 0.371 2.198 -0.348  0.30
H -1.528 -1.277 -0.482  0.29

=====

# 3
Formula: C3H4O3S
Source: the OMol25 dataset
Level of theory: the ωB97M-V functional and the def2-TZVPD basis

## Properties
Gap between HOMO and LUMO (Ha): 0.3650
Energy relative to the best compared isomer or geometry (same formula, charge and spin) (eV): 2.3896
Highest occupied orbital energy (eV): -9.2
E_LUMO (eV): 0.8

Last column: Mulliken charge in e.
CARTESIAN COORDINATES (ANGSTROEM)
S -0.983 -2.004 -0.775  0.60
O 0.662 -1.944 -0.270  -0.41
C 1.006 -0.686 0.100  -0.02
H -0.885 1.955 0.696  0.30
O -1.129 -0.363 -0.694  -0.33
O -1.759 -2.602 0.264  -0.44
H 0.075 2.263 -0.750  0.27
C 0.094 0.255 -0.080  0.48
C 0.041 1.703 0.184  -1.10
H 1.986 -0.562 0.524  0.34
H 0.891 1.986 0.802  0.32

=====

Please write out number 3 again, unchanged.
Formula: C3H4O3S
Source: the OMol25 dataset
Level of theory: the ωB97M-V functional and the def2-TZVPD basis

## Properties
Gap between HOMO and LUMO (Ha): 0.3650
Energy relative to the best compared isomer or geometry (same formula, charge and spin) (eV): 2.3896
Highest occupied orbital energy (eV): -9.2
E_LUMO (eV): 0.8

Last column: Mulliken charge in e.
CARTESIAN COORDINATES (ANGSTROEM)
S -0.983 -2.004 -0.775  0.60
O 0.662 -1.944 -0.270  -0.41
C 1.006 -0.686 0.100  -0.02
H -0.885 1.955 0.696  0.30
O -1.129 -0.363 -0.694  -0.33
O -1.759 -2.602 0.264  -0.44
H 0.075 2.263 -0.750  0.27
C 0.094 0.255 -0.080  0.48
C 0.041 1.703 0.184  -1.10
H 1.986 -0.562 0.524  0.34
H 0.891 1.986 0.802  0.32

=====

Among the records above, which one has the lowest E_LUMO? C4H5NO

=====

What is the formula in the third record? C3H4O3S

=====

What is the highest occupied orbital energy in the third record? -9.2 eV